(1)
ORCA calculation (the ωB97M-V functional and the def2-TZVPD basis) on C34H37BaClN5O6 as an isolated structure.

Output
LUMO level	2.1	eV
net charge	-1
ΔE to the lowest compared entry with this formula, charge and spin	1.4	kcal per mole
highest occupied orbital energy	-4.0	eV
orbital gap	6.1252	eV

Geometry (Å):
Ba (0.4193, 0.1678, 0.9351)
C (-1.1152, 1.8349, 3.7426)
O (-0.6778, 2.4907, 2.5540)
C (0.4389, 3.3243, 2.7865)
C (0.9548, 3.7768, 1.4336)
O (1.8600, 2.8288, 0.8797)
C (3.1946, 3.0171, 1.3403)
C (3.9654, 1.6968, 1.3006)
O (4.6296, 1.4301, 2.5154)
C (5.7904, 2.2017, 2.6813)
H (-1.3943, 2.5773, 4.4995)
H (-0.3302, 1.1781, 4.1279)
H (-1.9824, 1.2387, 3.4702)
H (1.2207, 2.7614, 3.3153)
H (0.1505, 4.1775, 3.4169)
H (1.4250, 4.7649, 1.4799)
H (0.1121, 3.8361, 0.7423)
H (3.1871, 3.3642, 2.3796)
H (3.6615, 3.7951, 0.7238)
H (4.6876, 1.6753, 0.4750)
H (3.2587, 0.8869, 1.1354)
H (6.5065, 2.0237, 1.8683)
H (6.2442, 1.9081, 3.6259)
H (5.5735, 3.2779, 2.7205)
C (2.9441, 0.6712, -3.4100)
O (2.2141, -0.5000, -3.7474)
C (2.5027, -1.5990, -2.9570)
C (3.0295, -2.7125, -3.5763)
C (3.2849, -3.8769, -2.8598)
C (3.0220, -3.8912, -1.5036)
C (2.4837, -2.7833, -0.8382)
C (2.3456, -2.9276, 0.6171)
N (1.8968, -2.0449, 1.4223)
N (1.9430, -2.3963, 2.7773)
C (1.7005, -1.3688, 3.5523)
O (1.4927, -0.1478, 3.2438)
C (1.6619, -1.6906, 5.0237)
C (1.8007, -0.6623, 5.9518)
C (1.7443, -0.9252, 7.3118)
C (1.5346, -2.2216, 7.7624)
C (1.3882, -3.2499, 6.8426)
C (1.4561, -2.9874, 5.4820)
C (2.1688, -1.5972, -1.5745)
O (1.6315, -0.5552, -1.0368)
H (2.5366, 1.4743, -4.0241)
H (4.0041, 0.5361, -3.6535)
H (2.8262, 0.9141, -2.3540)
H (3.2307, -2.6485, -4.6399)
H (3.6922, -4.7514, -3.3503)
H (3.2373, -4.7808, -0.9218)
H (2.7158, -3.8667, 1.0388)
H (1.9506, 0.3423, 5.5786)
H (1.8593, -0.1145, 8.0218)
H (1.4809, -2.4289, 8.8247)
H (1.2148, -4.2638, 7.1830)
H (1.3443, -3.7831, 4.7589)
Cl (-3.0324, -1.7568, 0.1833)
C (-2.2462, -0.8613, 1.6914)
H (-2.3135, -1.6503, 2.4530)
H (-3.0767, -0.1931, 1.9727)
N (-4.3119, -0.4419, -5.1339)
C (-5.5045, -0.5286, -5.8157)
C (-5.8969, -1.2368, -6.9455)
C (-7.2055, -1.0729, -7.3576)
C (-8.0938, -0.2333, -6.6684)
C (-7.6971, 0.4642, -5.5446)
C (-6.3812, 0.3098, -5.1117)
N (-5.7336, 0.8759, -4.0277)
C (-4.5172, 0.4053, -4.0739)
C (-3.4494, 0.7211, -3.1168)
C (-2.1144, 0.4507, -3.3939)
C (-1.1605, 0.7592, -2.4383)
N (-1.4680, 1.2980, -1.2624)
C (-2.7480, 1.5383, -0.9923)
C (-3.7723, 1.2863, -1.8888)
H (-3.4746, -0.9672, -5.3092)
H (-5.2184, -1.8877, -7.4813)
H (-7.5550, -1.6062, -8.2323)
H (-9.1099, -0.1378, -7.0287)
H (-8.3768, 1.1094, -5.0048)
H (-1.7853, 0.0143, -4.3277)
H (-0.1121, 0.5325, -2.6060)
H (-2.9625, 1.9285, -0.0043)
H (-4.8017, 1.4833, -1.6299)

Forces on atoms 1 to 3 (eV/Å):
Ba -1.06 0.34 0.13
C -0.05 0.03 -0.01
O 0.09 -0.13 0.04


(2)
ORCA calculation (the ωB97M-V functional and the def2-TZVPD basis) on C34H37CeN4OS3SeTe as an isolated structure.

Output
LUMO level (alpha / beta)	3.6 / 3.6	eV
net charge	-2
highest occupied orbital energy (alpha / beta)	-0.9 / -0.9	eV
multiplicity	2
orbital gap (alpha / beta)	4.4828 / 4.4985	eV

Geometry (Å):
Ce (-1.0102, -0.1085, -1.2244)
N (-3.0725, 2.7184, 1.7428)
C (-2.7730, 1.6291, 1.0502)
O (-2.3141, 1.6891, -0.1902)
C (-2.9572, 0.3086, 1.7258)
C (-2.0711, -0.7829, 1.1494)
H (-2.9541, 3.6212, 1.2168)
H (-2.8619, 2.7984, 2.7621)
H (-4.0140, -0.0220, 1.5755)
H (-2.7509, 0.4551, 2.8241)
H (-2.4436, -1.8339, 1.2198)
H (-1.0285, -0.5972, 1.4545)
S (1.2759, 3.6603, -0.4557)
C (1.1181, 2.0979, -1.0710)
S (1.3439, 0.7362, -0.0454)
S (0.3869, 1.9607, -2.5790)
Te (1.3928, 3.6027, 2.4633)
C (3.1813, 2.8227, 3.3953)
C (4.2029, 2.3594, 2.5273)
C (5.2934, 1.6845, 3.0836)
C (5.3325, 1.3212, 4.4015)
C (4.3494, 1.8761, 5.2660)
C (3.2497, 2.4882, 4.7470)
C (0.1862, 3.7295, 4.1876)
C (0.0371, 4.8731, 4.9636)
C (-0.6530, 4.8136, 6.1722)
C (-1.2772, 3.6214, 6.5734)
C (-1.1887, 2.4889, 5.7672)
C (-0.4662, 2.5711, 4.5492)
H (4.1684, 2.5609, 1.4691)
H (6.0824, 1.2642, 2.4757)
H (6.1663, 0.7946, 4.7854)
H (4.4074, 1.6982, 6.3664)
H (2.3642, 2.6811, 5.3429)
H (0.5244, 5.8041, 4.6651)
H (-0.6458, 5.6428, 6.8607)
H (-1.7593, 3.5724, 7.5337)
H (-1.6483, 1.5155, 6.0151)
H (-0.3352, 1.6877, 3.8548)
C (0.0628, -3.3590, -5.0592)
C (1.1358, -2.3053, -4.8388)
C (0.7838, -0.8243, -4.9803)
C (1.8835, -2.5799, -3.5058)
C (3.2419, -2.7982, -3.5187)
C (3.9306, -3.0880, -2.3527)
C (3.2172, -3.4934, -1.2330)
C (1.8333, -3.3961, -1.1315)
C (1.1818, -4.1739, 0.0283)
C (1.5714, -3.8171, 1.5037)
C (-0.3473, -4.3092, -0.1142)
C (1.1753, -2.5647, -2.1826)
N (0.1376, -1.8553, -1.9215)
H (0.4103, -4.1301, -5.8148)
H (-0.8087, -2.8757, -5.5790)
H (-0.1792, -3.9679, -4.1744)
H (1.9673, -2.4626, -5.5425)
H (1.6067, -0.3560, -5.5392)
H (0.7215, -0.3665, -3.9975)
H (-0.0909, -0.7183, -5.6775)
H (3.8175, -2.7291, -4.4699)
H (5.0338, -2.9522, -2.2963)
H (3.8105, -3.8336, -0.3690)
H (1.6048, -5.1927, -0.0903)
H (1.1349, -2.7933, 1.7467)
H (2.6151, -3.7101, 1.6534)
H (1.1396, -4.5196, 2.2502)
H (-0.8830, -3.3502, -0.1426)
H (-0.8645, -4.8161, 0.6946)
H (-0.6283, -4.8006, -1.0133)
Se (-2.6054, -2.2297, -3.3350)
N (-3.0212, -0.6230, -2.2691)
C (-3.5997, 0.2475, -3.1126)
C (-4.0283, 1.5750, -2.8225)
C (-4.9806, 2.1914, -3.6130)
C (-5.4454, 1.5268, -4.7316)
C (-5.0078, 0.3416, -5.1840)
C (-4.0643, -0.3726, -4.4236)
N (-3.7949, -1.6232, -4.6271)
H (-3.5825, 2.1334, -1.9361)
H (-5.4202, 3.1679, -3.4631)
H (-6.1780, 2.1023, -5.3247)
H (-5.3258, -0.1030, -6.1112)

Forces on atoms 1 to 3 (eV/Å):
Ce 1.60 -2.18 -0.11
N 0.43 2.93 0.26
C 1.95 -1.13 -3.85


(3)
ORCA calculation (the ωB97M-V functional and the def2-TZVPD basis) on a 4-piece molecular cluster, C34H37F4IN4O12 overall.

Output
LUMO level	-0.7	eV
structure (SMILES)	CCCOc1nc2c(CC(=O)F)c(CCC)c(I)c(CCCCn3cccc3)c2nc1N=C=O.O=C1OC[C@@H](F)O1.O=C1OC[C@@H](F)O1.O=C1OC[C@@H](F)O1
ΔE to the lowest compared entry with this formula, charge and spin	0.0	kcal per mole
highest occupied orbital energy	-8.0	eV
orbital gap	7.2691	eV

Geometry (Å):
C (-4.4092, -2.0540, 0.1670)
C (-4.5198, -3.0755, -1.0405)
C (-4.2244, -2.4473, -2.4693)
O (-3.5373, -1.1809, -2.4402)
C (-2.2090, -1.2989, -2.1103)
N (-1.6399, -2.5251, -2.0042)
C (-0.2972, -2.4868, -1.6248)
C (0.4375, -3.7954, -1.4578)
C (-0.3746, -5.1141, -1.7403)
C (-0.9193, -5.1911, -3.2104)
O (-0.3765, -4.6084, -4.0913)
F (-2.0376, -5.9929, -3.4461)
C (1.8299, -3.9027, -1.0283)
C (2.6119, -5.2399, -0.8022)
C (3.7296, -5.5168, -1.9328)
C (5.1263, -5.9501, -1.3317)
C (2.5699, -2.5775, -0.7400)
I (4.6570, -2.6125, -0.0899)
C (1.8549, -1.3071, -0.9065)
C (2.6079, 0.0394, -0.5654)
C (2.4673, 0.2314, 1.0089)
C (3.0556, 1.5941, 1.5550)
C (3.1660, 1.4517, 3.1567)
N (2.0991, 0.5867, 3.6966)
C (2.1613, -0.7473, 4.1176)
C (0.9075, -1.3489, 4.5712)
C (-0.0543, -0.1834, 4.4121)
C (0.7403, 0.9492, 3.8926)
C (0.3975, -1.2143, -1.3566)
N (-0.1351, 0.0739, -1.4676)
C (-1.4416, -0.0384, -1.8303)
N (-2.1947, 1.2262, -1.9554)
C (-1.9741, 1.9496, -0.9627)
O (-1.9794, 2.6089, -0.0030)
H (-5.1054, -2.3954, 0.9923)
H (-3.3647, -2.1728, 0.5988)
H (-4.6469, -0.9892, -0.0950)
H (-3.9121, -4.0074, -0.8405)
H (-5.5995, -3.4315, -1.0592)
H (-3.7523, -3.2062, -3.1684)
H (-5.2386, -2.2357, -2.9325)
H (-1.1936, -5.1805, -0.9565)
H (0.2465, -6.0486, -1.5839)
H (1.9635, -6.1454, -0.6613)
H (3.1806, -5.1118, 0.1735)
H (3.8732, -4.5335, -2.4608)
H (3.2777, -6.2598, -2.6443)
H (5.3393, -5.5067, -0.3165)
H (5.9323, -5.5475, -2.0191)
H (5.2701, -7.0714, -1.2665)
H (2.1216, 0.9235, -1.0790)
H (3.6702, 0.0134, -0.9175)
H (3.0771, -0.5961, 1.4897)
H (1.3652, 0.1240, 1.2486)
H (4.0329, 1.8863, 1.0848)
H (2.3010, 2.4292, 1.3885)
H (3.1568, 2.4661, 3.6528)
H (4.1576, 0.9403, 3.3565)
H (3.1014, -1.3565, 4.1251)
H (0.7453, -2.3826, 4.9482)
H (-1.1448, -0.2196, 4.6437)
H (0.2328, 1.9265, 3.7030)
C (-3.5385, 5.6570, -0.1704)
C (-2.5440, 6.5961, -0.7818)
O (-3.3257, 7.7344, -1.0842)
C (-4.3318, 7.7469, -0.1621)
O (-5.0213, 8.6875, 0.0631)
O (-4.4432, 6.5465, 0.4747)
F (-2.0439, 6.0945, -1.9367)
H (-4.0779, 5.0703, -0.9171)
H (-3.0812, 4.9756, 0.5468)
H (-1.7233, 6.8791, -0.1174)
C (-6.8020, 3.8459, 1.1764)
C (-7.3375, 4.8261, 0.1764)
O (-8.4319, 4.1374, -0.3939)
C (-8.8890, 3.2986, 0.5820)
O (-9.9477, 2.7624, 0.5609)
O (-7.9794, 3.1601, 1.5881)
F (-6.4278, 5.0775, -0.7977)
H (-6.1023, 3.1326, 0.7324)
H (-6.3165, 4.3345, 2.0210)
H (-7.6821, 5.7680, 0.6103)
C (8.6581, 1.4470, 0.7937)
C (8.1988, 2.4909, -0.1795)
O (7.0616, 1.8948, -0.7734)
C (6.5427, 1.0641, 0.1750)
O (5.4469, 0.6027, 0.1337)
O (7.4317, 0.8334, 1.1797)
F (9.1278, 2.7055, -1.1408)
H (9.3087, 0.7001, 0.3325)
H (9.1709, 1.8753, 1.6544)
H (7.9169, 3.4421, 0.2794)

Forces on atoms 1 to 3 (eV/Å):
C 0.49 -1.09 0.44
C -0.76 0.04 0.11
C -1.75 -1.26 -0.36


(4)
ORCA calculation (the ωB97M-V functional and the def2-TZVPD basis) on C34H37N5O3RuS as an isolated structure.

Output
LUMO level (alpha / beta)	-6.2 / -7.1	eV
net charge	+2
ΔE to the lowest compared entry with this formula, charge and spin	26.9	kcal per mole
highest occupied orbital energy (alpha / beta)	-13.1 / -13.1	eV
multiplicity	5
orbital gap (alpha / beta)	6.9140 / 6.0226	eV

Geometry (Å):
Ru (0.2280, -1.2393, 0.3191)
C (5.9486, 1.1060, -2.2163)
C (5.8574, 1.9092, -0.9524)
C (6.9225, 2.6867, -0.5134)
C (6.8462, 3.4263, 0.6579)
C (5.6794, 3.4194, 1.4054)
C (4.5920, 2.6677, 0.9851)
C (4.6971, 1.9068, -0.1722)
N (3.5883, 1.1362, -0.6420)
C (2.7189, 0.4300, 0.1049)
N (3.0682, 0.1041, 1.3534)
C (2.2930, -0.5094, 2.3570)
C (1.0362, -1.0562, 2.1113)
C (0.3191, -1.6057, 3.1827)
C (0.8502, -1.6139, 4.4542)
C (2.1216, -1.0909, 4.6724)
C (2.8628, -0.5374, 3.6455)
C (4.2319, 0.0240, 3.9045)
N (1.5554, 0.0365, -0.4080)
C (1.1676, 0.5412, -1.6913)
C (1.2350, -0.3172, -2.7853)
C (0.8554, 0.1277, -4.0451)
C (0.4162, 1.4339, -4.1993)
C (0.3366, 2.2804, -3.0986)
C (0.7025, 1.8565, -1.8247)
C (0.6433, 2.7909, -0.6510)
H (6.9488, 1.1679, -2.6382)
H (5.2591, 1.4703, -2.9839)
H (5.7258, 0.0522, -2.0390)
H (7.8312, 2.7024, -1.1009)
H (7.6954, 4.0137, 0.9779)
H (5.6021, 4.0121, 2.3066)
H (3.6655, 2.7136, 1.5438)
H (3.4325, 1.1225, -1.6385)
H (4.0040, 0.3791, 1.6164)
H (-0.6623, -2.0363, 3.0174)
H (0.2925, -2.0375, 5.2780)
H (2.5504, -1.1143, 5.6655)
H (4.5298, -0.1626, 4.9331)
H (4.2657, 1.1049, 3.7462)
H (4.9950, -0.4327, 3.2678)
H (1.6271, -1.3194, -2.6500)
H (0.9295, -0.5333, -4.8977)
H (0.1468, 1.8030, -5.1802)
H (-0.0020, 3.3003, -3.2319)
H (0.0136, 3.6501, -0.8726)
H (1.6380, 3.1715, -0.4060)
H (0.2599, 2.3006, 0.2472)
C (-6.0418, -0.6375, -2.8847)
C (-4.7152, -1.3364, -3.1129)
N (-3.5949, -0.6851, -2.3819)
C (-2.6650, 0.1703, -3.1339)
C (-3.3180, 1.4540, -3.6052)
C (-3.4772, -0.8420, -1.1006)
S (-2.2454, -0.0708, -0.1174)
N (-4.2986, -1.6003, -0.3480)
C (-3.9691, -1.5458, 0.9082)
O (-2.8929, -0.7812, 1.2344)
C (-4.6309, -2.2234, 1.9949)
C (-4.1774, -2.0766, 3.3133)
C (-4.8346, -2.7398, 4.3304)
C (-5.9341, -3.5411, 4.0374)
C (-6.3846, -3.6862, 2.7315)
C (-5.7370, -3.0284, 1.7036)
H (-6.7879, -1.0602, -3.5559)
H (-5.9755, 0.4300, -3.0865)
H (-6.3899, -0.7795, -1.8632)
H (-4.4192, -1.3261, -4.1606)
H (-4.7470, -2.3735, -2.7821)
H (-2.2948, -0.4270, -3.9687)
H (-1.7912, 0.3745, -2.5032)
H (-4.1249, 1.2564, -4.3092)
H (-2.5780, 2.0660, -4.1169)
H (-3.7190, 2.0281, -2.7697)
H (-3.3312, -1.4418, 3.5367)
H (-4.4971, -2.6304, 5.3511)
H (-6.4474, -4.0556, 4.8388)
H (-7.2407, -4.3102, 2.5183)
H (-6.0779, -3.1317, 0.6833)
O (-0.7036, -3.0483, 0.4901)
O (-1.4796, -3.6424, 1.2137)

Forces on atoms 1 to 3 (eV/Å):
Ru 0.23 0.26 -0.26
C 0.01 -0.06 -0.07
C -0.02 0.02 0.19


(5)
ORCA calculation (the ωB97M-V functional and the def2-TZVPD basis) on C34H37N5O5SbSe4Tl as an isolated structure.

Output
LUMO level	4.0	eV
net charge	-2
ΔE to the lowest compared entry with this formula, charge and spin	0.0	kcal per mole
highest occupied orbital energy	-1.2	eV
orbital gap	5.2175	eV

Geometry (Å):
Tl (-0.5099, 0.9282, -0.5878)
C (-0.1980, 2.9490, 4.4898)
N (0.6570, 1.8687, 4.0387)
C (2.0510, 2.2032, 3.7951)
C (0.0761, 0.7285, 3.5714)
O (-1.1080, 0.4813, 3.7310)
C (1.0161, -0.2648, 2.8914)
O (0.3766, -1.2157, 2.0900)
C (-0.6940, -1.9397, 2.6243)
C (-2.0192, -1.4631, 2.0216)
O (-2.0548, -0.6315, 1.1449)
N (-3.1608, -2.0439, 2.5048)
C (-3.1605, -3.1525, 3.4268)
C (-4.4295, -1.6826, 1.8968)
H (0.1512, 3.3277, 5.4545)
H (-0.1962, 3.7679, 3.7652)
H (-1.2124, 2.5757, 4.5866)
H (2.3392, 2.9808, 4.5034)
H (2.6991, 1.3436, 3.9620)
H (2.2299, 2.5544, 2.7769)
H (1.7013, 0.2539, 2.2188)
H (1.6180, -0.7463, 3.6798)
H (-0.5508, -2.9898, 2.3414)
H (-0.7308, -1.8763, 3.7149)
H (-2.3909, -3.0401, 4.1890)
H (-4.1243, -3.1826, 3.9370)
H (-3.0163, -4.1193, 2.9268)
H (-4.2806, -0.8210, 1.2468)
H (-4.8324, -2.5124, 1.3062)
H (-5.1520, -1.4229, 2.6752)
C (-3.0994, -1.8094, -3.1984)
C (-2.4451, -1.7430, -1.9572)
N (-1.1379, -1.7648, -1.8197)
C (-0.3840, -1.8015, -2.9354)
C (-0.9382, -1.9207, -4.2180)
C (-2.3399, -1.9295, -4.3272)
C (-0.0856, -1.9529, -5.3703)
C (1.2518, -1.8354, -5.2508)
C (1.8564, -1.6504, -3.9625)
C (3.2343, -1.4244, -3.8078)
C (3.7433, -1.1646, -2.5611)
C (2.8573, -1.1664, -1.4720)
N (1.5704, -1.4069, -1.5788)
C (1.0556, -1.6348, -2.8033)
H (-4.1753, -1.7137, -3.2358)
H (-3.0213, -1.6218, -1.0470)
H (-2.7943, -1.9664, -5.3108)
H (-0.5474, -2.0413, -6.3474)
H (1.8904, -1.8324, -6.1276)
H (3.8731, -1.4173, -4.6851)
H (4.7888, -0.9312, -2.4053)
H (3.2177, -0.9406, -0.4724)
Se (-1.4548, 4.0447, -0.6137)
Sb (-3.0222, 2.8635, -2.2181)
Se (-1.3642, 1.5326, -3.5275)
Se (-4.4189, 1.2688, -0.9831)
Se (-4.2243, 4.4794, -3.6058)
C (-0.7782, 5.6021, -4.2813)
O (0.4445, 5.1187, -3.7191)
C (1.0659, 4.1197, -4.3720)
C (1.0562, 3.9461, -5.7510)
C (1.6872, 2.8447, -6.3092)
C (2.3101, 1.9026, -5.5032)
C (2.3059, 2.0663, -4.1273)
C (1.7173, 3.1838, -3.5670)
N (1.5254, 3.3261, -2.1670)
C (2.2831, 2.9521, -1.1773)
C (3.6279, 2.4931, -1.1458)
C (4.5796, 2.7415, -2.1634)
C (5.8757, 2.3204, -2.0619)
C (6.2715, 1.6071, -0.9021)
C (5.3989, 1.3626, 0.1128)
C (4.0186, 1.8054, 0.0698)
O (3.2356, 1.5740, 1.0207)
H (-1.4226, 4.7729, -4.5750)
H (-0.5792, 6.2674, -5.1287)
H (-1.2810, 6.1415, -3.4846)
H (0.5160, 4.6437, -6.3749)
H (1.6572, 2.7039, -7.3830)
H (2.7578, 1.0173, -5.9362)
H (2.7283, 1.3088, -3.4811)
H (0.5663, 3.6541, -1.8926)
H (1.7781, 2.9945, -0.2155)
H (4.2744, 3.2999, -3.0373)
H (6.5882, 2.5346, -2.8475)
H (7.2963, 1.2572, -0.8192)
H (5.7047, 0.8279, 1.0049)

Forces on atoms 1 to 3 (eV/Å):
Tl -0.15 0.14 -0.06
C 0.00 0.01 -0.01
N -0.09 -0.05 -0.05


no.,energy (eV)
1,-68812.0469
2,-161937.2210
3,-85355.2325
4,-62851.1035
5,-326167.2865